Here is C3H4FNS in the gas phase from the OMol25 dataset. Energies are from ωB97M-V/def2-TZVPD.

Structure (XYZ):
```
10
Properties=species:S:1:pos:R:3:mulliken_charge:R:1
C -0.041 0.946 0.040 -0.019
C -1.288 0.886 0.029 -0.176
C 0.864 -0.237 0.309 -0.236
N 0.289 -1.311 -0.364 -0.298
F -2.330 1.652 -0.063 -0.186
S -1.155 -2.027 0.103 -0.126
H 0.507 1.909 -0.178 0.302
H 1.988 -0.157 -0.027 0.297
H 0.884 -0.349 1.463 0.172
H 0.282 -1.314 -1.312 0.273
```

Values from the calculation:
LUMO level (alpha / beta)   -0.34 / -0.82 eV
Highest occupied orbital energy (alpha / beta)   -8.4415 / -8.6192 eV
HOMO-LUMO gap (alpha / beta)   8.101 / 7.795 eV

---

Here is C4H7NO2 in the gas phase from the OMol25 dataset. Energies are from ωB97M-V/def2-TZVPD.

Structure (XYZ):
```
14
Properties=species:S:1:pos:R:3:mulliken_charge:R:1
C -0.223 0.244 1.361 -1.488
C 0.135 -0.281 -0.007 0.350
C 0.964 -1.317 -0.212 0.030
O 1.789 -1.873 0.699 -0.508
C -0.420 0.323 -1.249 0.386
N -1.049 1.535 -1.089 -0.395
O -0.300 -0.185 -2.355 -0.648
H -1.313 0.232 1.481 0.348
H 0.179 -0.401 2.150 0.410
H 0.116 1.268 1.569 0.339
H 1.024 -1.798 -1.183 0.420
H 1.929 -1.230 1.407 0.299
H -0.908 2.081 -0.254 0.201
H -1.199 2.049 -1.946 0.256
```

Values from the calculation:
LUMO level   0.56 eV
SMILES string   C/C(=C\O)C(N)=O
Highest occupied orbital energy   -9.0650 eV
HOMO-LUMO gap   9.627 eV

---

Here is a gas-phase ion, C4H11N2O2 (charge +1) from the OMol25 dataset. Energies are from ωB97M-V/def2-TZVPD.

Structure (XYZ):
```
19
Properties=species:S:1:pos:R:3:mulliken_charge:R:1
N 1.174 0.025 1.493 -0.182
C 1.043 -1.117 0.527 -0.546
C 1.266 -0.568 -0.939 -0.766
N 0.352 0.562 -1.066 -0.313
C -1.090 0.211 -1.089 -0.658
C -1.839 0.464 0.201 0.804
O -1.599 0.188 1.358 -0.691
O -2.738 1.429 -0.053 -0.439
H 0.231 0.446 1.591 0.238
H 1.285 -0.394 2.421 0.397
H 1.889 0.686 1.207 0.339
H 0.024 -1.529 0.644 0.294
H 1.750 -1.895 0.839 0.443
H 1.216 -1.408 -1.656 0.328
H 2.312 -0.245 -0.977 0.425
H 0.620 1.070 -1.903 0.285
H -1.497 1.007 -1.734 0.369
H -1.278 -0.736 -1.623 0.305
H -3.123 1.805 0.757 0.368
```

Values from the calculation:
Total charge   +1
LUMO level   -3.07 eV
SMILES string   [NH3+]CCNCC(=O)O
Highest occupied orbital energy   -13.9173 eV
HOMO-LUMO gap   10.847 eV

---

Here is C4H9OPS in the gas phase from the OMol25 dataset. Energies are from ωB97M-V/def2-TZVPD.

Structure (XYZ):
```
16
Properties=species:S:1:pos:R:3:mulliken_charge:R:1
O -1.160 -0.330 3.144 -0.622
S -0.427 -0.707 1.760 0.318
P -1.986 -0.716 0.211 0.041
C -0.689 -1.015 -1.095 -0.857
C 0.342 0.096 -1.291 -0.507
C 1.255 0.335 -0.089 -0.540
C 0.504 0.775 1.157 -0.723
H -2.022 0.675 0.058 0.034
H -1.225 -1.176 -2.034 0.409
H -0.194 -1.960 -0.845 0.407
H -0.172 1.027 -1.546 0.325
H 0.966 -0.176 -2.148 0.319
H 1.805 -0.581 0.138 0.362
H 1.987 1.100 -0.356 0.311
H 1.187 1.043 1.963 0.364
H -0.169 1.612 0.974 0.359
```

Values from the calculation:
LUMO level   0.55 eV
SMILES string   O=S1#[PH]CCCC1
Highest occupied orbital energy   -8.7727 eV
HOMO-LUMO gap   9.323 eV

---

Here is 2 unconnected molecules or ions with the total composition C4H11O2S2 from the OMol25 dataset. Energies are from ωB97M-V/def2-TZVPD.

Structure (XYZ):
```
19
Properties=species:S:1:pos:R:3:mulliken_charge:R:1
C 0.194 -0.686 0.453 -0.663
C 1.473 -1.235 1.665 -0.882
O 2.294 -2.097 1.240 -0.861
C -0.177 0.721 0.991 -0.554
S -1.214 1.812 -0.210 -0.169
S -2.573 0.688 -1.158 -0.125
C -1.714 -0.222 -2.485 -0.520
H 0.719 -0.688 -0.473 0.337
H -0.602 -1.367 0.605 0.339
H 0.832 -1.563 2.472 0.395
H 1.898 -0.402 1.905 0.489
H -0.712 0.711 1.914 0.377
H 0.609 1.473 1.114 0.349
H -0.982 -0.745 -1.842 0.079
H -1.079 0.282 -3.284 0.275
H -2.617 -0.972 -2.776 0.218
H 4.940 -1.649 1.418 0.244
H 3.549 -1.353 0.775 0.452
O 4.627 -1.054 0.799 -0.779
```

Values from the calculation:
Total charge   -1
LUMO level   2.95 eV
Highest occupied orbital energy   -3.4282 eV
HOMO-LUMO gap   6.380 eV

---

Here is C12H15N5O3S3 in the gas phase from the OMol25 dataset. Energies are from ωB97M-V/def2-TZVPD.

Structure (XYZ):
```
38
Properties=species:S:1:pos:R:3:mulliken_charge:R:1
C -4.680 0.380 2.031 -1.064
C -4.639 1.034 0.657 -0.260
O -3.296 1.338 0.280 -0.375
C -2.604 0.390 -0.347 0.394
O -3.059 -0.686 -0.684 -0.744
C -1.214 0.778 -0.530 1.448
S -0.503 1.961 0.528 -0.268
C 1.054 1.524 -0.140 0.421
N 2.179 2.109 0.352 0.017
C 3.512 1.723 0.288 0.191
O 4.351 2.468 0.728 -0.630
C 3.808 0.347 -0.253 0.596
C 5.204 0.253 -0.835 -1.629
S 3.702 -0.747 1.256 -0.185
C 2.039 -1.251 1.133 0.454
N 1.063 -0.703 1.752 -0.318
N -0.126 -1.206 1.479 -0.407
C -0.103 -2.181 0.622 0.414
N -1.190 -2.840 0.190 -0.327
S 1.525 -2.588 0.078 -0.163
N 1.009 0.641 -1.086 -0.300
C -0.248 0.201 -1.322 -0.654
C -0.476 -0.781 -2.415 -1.360
H -5.712 0.203 2.320 0.380
H -4.208 1.025 2.766 0.297
H -4.151 -0.570 2.010 0.278
H -5.159 1.993 0.662 0.323
H -5.079 0.373 -0.097 0.314
H 2.032 2.936 0.922 0.248
H 3.041 0.009 -0.949 0.261
H 5.449 -0.781 -1.061 0.408
H 5.258 0.842 -1.748 0.389
H 5.927 0.646 -0.124 0.363
H -1.073 -3.463 -0.591 0.250
H -2.065 -2.332 0.215 0.252
H -1.478 -1.194 -2.349 0.295
H -0.359 -0.277 -3.374 0.409
H 0.268 -1.573 -2.367 0.284
```

Values from the calculation:
LUMO level   0.15 eV
SMILES string   CCOC(=O)c1sc(NC(=O)[C@@H](C)Sc2nnc(N)s2)nc1C
Highest occupied orbital energy   -8.4307 eV
HOMO-LUMO gap   8.579 eV